Entry from OMol25: C38H99F6FeN10O13S2 as an isolated structure in a non-equilibrium geometry (ωB97M-V/def2-TZVPD).

Geometry as XYZ:
```
169
Properties=species:S:1:pos:R:3:mulliken_spin:R:1
Fe 22.6103 -22.7540 7.1093 5.95
S 18.9425 -18.7055 7.7572 -0.06
S 17.7137 -20.7656 6.7680 0.05
F 17.0313 -21.3889 9.3364 0.00
F 20.6385 -19.0584 9.8957 0.00
F 20.1080 -17.0266 9.4307 0.00
F 15.5375 -21.8894 7.8797 0.00
F 17.4106 -23.0988 8.0500 0.00
F 21.3982 -18.1738 8.1286 0.00
O 29.2529 -13.5012 6.9384 0.00
O 12.6827 -19.7866 -2.1257 0.00
O 22.9644 -21.1333 -0.6276 0.00
O 18.8751 -10.7714 18.2263 0.00
O 14.9340 -10.9645 5.7338 0.02
O 30.8548 -12.9084 16.0808 0.00
O 21.6156 -25.8070 9.5398 0.00
O 19.1049 -17.9512 6.5518 0.10
O 25.6829 -22.3065 19.4679 0.00
O 16.7880 -19.7689 6.2704 -0.02
O 17.7186 -18.4340 8.5036 0.17
O 18.1436 -21.7759 5.7875 0.01
O 14.7443 -26.6718 14.6552 0.00
N 14.2989 -22.5736 -0.4967 0.00
N 23.2396 -21.3696 20.2793 0.00
N 14.3632 -10.3407 2.9555 0.79
N 27.5873 -12.0619 17.4696 0.00
N 13.4789 -30.1572 15.0181 0.00
N 23.2308 -21.4805 1.9561 -0.01
N 27.6034 -13.4392 4.4647 0.00
N 19.2365 -20.2951 7.6013 0.76
N 22.6514 -26.7954 7.1651 0.00
N 19.0887 -10.5635 14.7811 0.00
C 25.8067 -12.6372 5.8745 0.00
C 27.0689 -22.1087 19.5734 0.00
C 15.2412 -11.3727 3.3647 0.00
C 22.4949 -20.8974 -2.0026 0.00
C 16.6789 -10.8595 3.3212 0.00
C 13.3426 -28.7562 14.5507 0.00
C 20.3992 -8.8616 15.8075 0.00
C 14.3810 -21.4311 -1.3696 0.00
C 18.0610 -10.5507 19.3451 0.00
C 14.7740 -11.8832 4.7206 0.13
C 21.7735 -25.2756 10.8627 0.00
C 12.9369 -20.7921 -1.1038 0.00
C 11.4307 -18.9357 -1.7824 0.00
C 24.1426 -20.5159 1.3323 0.00
C 21.8971 -27.2457 9.4095 0.00
C 25.5275 -21.1200 1.1285 0.00
C 14.6410 -28.0345 14.9913 0.00
C 27.9719 -12.7865 15.1666 0.00
C 32.2105 -12.6093 16.3652 0.00
C 19.7320 -10.1600 16.0650 0.00
C 15.0076 -25.7217 15.7263 0.00
C 29.9046 -14.6485 7.4573 0.00
C 21.6892 -27.6797 7.9180 0.00
C 27.2657 -12.8284 5.7350 0.00
C 20.3788 -18.2227 8.9319 0.02
C 18.6957 -9.8258 17.1792 0.00
C 28.5297 -12.7246 16.5905 0.00
C 14.4554 -21.9141 -2.8305 0.00
C 14.3653 -11.3451 6.9926 0.01
C 22.2934 -29.0254 7.6353 0.00
C 22.8514 -20.0143 18.2760 0.00
C 23.5319 -21.2858 18.8942 0.00
C 16.8596 -21.8889 8.1256 0.01
C 23.5507 -19.9781 -0.0481 0.00
C 29.9515 -12.0729 16.6883 0.00
C 12.0488 -28.0722 15.1381 0.00
C 25.0594 -21.3682 18.6050 0.00
C 27.8179 -13.6435 6.8741 0.00
H 22.4223 -21.2224 1.4086 0.00
H 15.5071 -28.3802 14.4269 0.00
H 25.4104 -12.2563 4.9332 0.00
H 15.1652 -20.6777 -1.2954 0.00
H 14.3132 -26.0711 16.4903 0.00
H 22.8164 -25.2089 11.1726 0.00
H 27.3927 -22.8778 20.2746 0.00
H 25.5982 -20.4246 18.6916 0.00
H 25.5643 -22.0809 0.6152 0.00
H 15.0317 -24.6688 15.4454 0.00
H 22.6650 -29.1325 6.6162 0.00
H 20.6166 -27.5973 7.7425 0.00
H 23.6428 -20.4844 20.5511 0.00
H 11.7020 -18.1663 -1.0596 0.00
H 26.9970 -13.2630 15.0640 0.00
H 27.9262 -12.1835 18.4133 0.00
H 22.5162 -26.9205 6.1720 0.00
H 17.0859 -10.1204 19.1165 0.00
H 14.9970 -21.2457 -3.4999 0.00
H 18.6664 -11.4668 14.9420 0.00
H 23.0261 -22.1516 18.4670 0.00
H 13.0082 -30.8901 14.5068 0.00
H 23.2210 -29.2990 8.1380 0.00
H 27.6599 -22.1982 18.6619 0.00
H 13.4698 -22.1259 -3.2452 0.00
H 18.5937 -10.0707 20.1660 0.00
H 21.1931 -8.6893 16.5342 0.00
H 15.3067 -12.1434 2.5967 0.03
H 28.5897 -13.4687 4.6801 0.00
H 19.8557 -10.7515 14.1515 0.00
H 20.8556 -8.8889 14.8180 0.00
H 28.4628 -13.7325 17.0000 0.00
H 13.9343 -22.2122 0.3731 0.00
H 21.8331 -20.3907 18.1788 0.00
H 19.9041 -7.8906 15.7929 0.00
H 30.2863 -11.8396 17.6991 0.00
H 25.9252 -21.2197 2.1384 0.00
H 14.6303 -9.6044 3.5931 0.00
H 21.4117 -25.9843 11.6076 0.00
H 16.8177 -9.8390 3.6780 0.00
H 32.3767 -12.6250 17.4424 0.00
H 27.4786 -14.6664 6.7104 0.00
H 27.4670 -11.0689 17.3303 0.00
H 21.2484 -24.3316 11.0083 0.01
H 20.5168 -10.8474 16.3807 0.00
H 21.6428 -20.2596 -2.2375 0.00
H 25.6946 -12.0170 6.7638 0.00
H 22.2962 -21.8816 -2.4268 0.00
H 29.9559 -14.4765 8.5324 0.00
H 25.2879 -21.5204 17.5501 0.00
H 23.5261 -27.2992 7.1994 0.01
H 24.3510 -19.7180 2.0451 0.00
H 14.4667 -30.3476 15.1076 0.00
H 12.0709 -26.9829 15.1054 0.00
H 27.7824 -11.8809 5.8880 0.00
H 15.1909 -23.0072 -0.3057 0.00
H 25.3504 -13.5982 6.1122 0.00
H 17.3169 -11.2291 4.1241 0.00
H 21.2508 -27.8575 10.0388 0.00
H 10.4080 -19.2054 -1.5187 0.00
H 17.7255 -9.9880 16.7095 0.00
H 29.4395 -15.6059 7.2225 0.00
H 22.9442 -27.4302 9.6496 0.00
H 13.4044 -10.6552 3.0002 0.00
H 21.6028 -29.8617 7.7443 0.00
H 12.9773 -20.3498 -0.1084 0.00
H 28.6569 -13.3493 14.5325 0.00
H 18.7468 -8.8830 17.7237 0.00
H 32.8057 -13.4653 16.0471 0.00
H 23.5074 -22.3532 1.5294 0.00
H 15.2506 -12.8295 4.9767 0.02
H 32.5635 -11.7217 15.8402 0.00
H 13.3246 -11.6310 6.8398 0.00
H 11.2460 -18.4400 -2.7354 0.00
H 29.9005 -11.1389 16.1288 0.00
H 17.9048 -11.5490 19.7537 0.00
H 22.2559 -21.1983 20.4312 0.00
H 27.3597 -13.3523 7.8193 0.00
H 23.3928 -19.7173 17.3778 0.00
H 15.8648 -25.8187 16.3926 0.00
H 27.6354 -12.6526 3.8320 0.00
H 22.9460 -19.1513 18.9351 0.00
H 12.1226 -21.5110 -1.0141 0.00
H 11.1748 -28.3585 14.5532 0.00
H 13.7365 -12.2116 4.6597 0.00
H 11.7844 -28.3042 16.1698 0.00
H 17.1540 -11.0243 2.3542 0.00
H 24.2898 -19.4955 -0.6876 0.00
H 26.1488 -20.4340 0.5529 0.00
H 27.7363 -11.7639 14.8720 0.00
H 23.2990 -20.5078 -2.6270 0.00
H 27.2282 -21.0860 19.9152 0.00
H 30.9424 -14.4932 7.1625 0.00
H 13.1393 -28.7286 13.4802 0.00
H 14.8871 -12.2871 7.1615 0.00
H 22.8342 -19.1880 0.1765 0.00
H 15.1850 -22.7153 -2.9482 0.00
H 14.3437 -10.5645 7.7531 0.00
H 14.8821 -28.3373 16.0103 0.00
```

The calculation puts the total energy at -154859.611 eV. For the energy above the lowest of the compared OMol25 structures with the same formula, charge and spin, the calculation gives 8.773 eV. The multiplicity is 9. The frontier orbital gap (spin up / spin down) is 1.88 / 1.00 eV. Its highest occupied orbital energy (spin up / spin down) is -0.1834 / -0.3634 hartree. The expectation value of S² is 20.016. Its net charge is +1. The maximum force comes out at 5.63 eV/Å.

---

Entry from OMol25: a 3-piece molecular cluster, C13H31FN3O4S3 overall (ωB97M-V/def2-TZVPD).

Geometry as XYZ:
```
55
Properties=species:S:1:pos:R:3:nbo_charge:R:1
S -2.3784 -0.8119 -4.1374 2.16
S 4.5989 0.5086 6.2403 2.17
S 0.0294 -0.5848 -0.5564 0.89
F 1.8444 2.2099 1.2712 -0.35
O 5.4773 -0.4871 5.6826 -0.94
O 4.1925 0.4332 7.6163 -0.93
O -3.5650 -1.1657 -3.3864 -0.97
O -1.2264 -0.3760 -3.3700 -0.98
N -2.6477 -0.1523 1.4965 -0.87
N -2.8416 0.5993 -0.7302 -0.83
N -3.9569 -1.3455 -0.1170 -0.82
C 0.6940 1.8474 0.5903 0.04
C 5.2542 2.1342 5.8651 -0.67
C 0.3921 0.3853 0.9190 -0.63
C -1.9277 -2.1540 -5.2266 -0.67
C 3.1476 0.6355 5.1753 -0.68
C -2.7927 0.3778 -5.4152 -0.67
C 1.2131 -1.9149 -0.4084 -0.75
C 3.1839 2.0412 4.5673 -0.41
C -1.5184 -1.4683 -0.2457 -0.58
C -2.4826 -0.3210 -6.7461 -0.40
C -2.7530 -0.5673 0.1046 0.41
C 4.6569 2.4722 4.5037 -0.41
C -2.6625 -1.8290 -6.5252 -0.41
H 4.7597 3.5318 4.2764 0.23
H -1.4537 -0.1116 -7.0419 0.22
H 4.9049 2.8101 6.6450 0.24
H 6.3396 2.0728 5.8803 0.26
H -1.3368 -2.2064 0.5361 0.24
H 3.2529 -0.1434 4.4219 0.23
H -2.1216 1.2912 -0.5718 0.36
H -2.1999 1.2728 -5.2440 0.26
H -0.1075 2.5067 0.9229 0.19
H -2.2671 -2.4116 -7.3545 0.24
H 5.1786 1.9104 3.7259 0.21
H -3.1329 0.7380 1.5765 0.39
H -3.1335 0.0520 -7.5338 0.24
H 0.8736 2.0025 -0.4740 0.18
H 2.2030 -1.4868 -0.5356 0.26
H -1.7013 -1.9683 -1.1942 0.26
H -0.4315 0.2469 1.6177 0.31
H -3.7217 -2.0713 -6.4211 0.22
H -2.2253 -3.0914 -4.7620 0.26
H 0.9973 -2.6205 -1.2051 0.26
H -3.1773 -0.7928 2.0792 0.39
H -3.8598 -2.2834 0.2620 0.36
H 2.7195 2.0552 3.5830 0.22
H 1.2889 -0.0491 1.3559 0.27
H -2.8706 0.3190 -1.7011 0.39
H 2.2683 0.4436 5.7851 0.25
H -3.8508 0.6051 -5.2980 0.26
H -4.1255 -1.4641 -1.1139 0.39
H -0.8454 -2.1163 -5.3480 0.25
H 1.1143 -2.4011 0.5566 0.25
H 2.6279 2.7335 5.2022 0.21
```

The calculation puts the total energy at -61860.364 eV. The frontier orbital gap is 9.48 eV. Its highest occupied orbital energy is -0.4397 hartree. Its net charge is +1. The maximum force comes out at 0.36 eV/Å.

---

Entry from OMol25: one molecule with the formula C8H14N2 in a non-equilibrium geometry (ωB97M-V/def2-TZVPD).

Geometry as XYZ:
```
24
Properties=species:S:1:pos:R:3:nbo_charge:R:1
N 0.9358 1.0536 -0.0804 -0.29
N 2.1550 1.2522 0.4228 -0.36
C -1.5544 1.4721 -0.1002 -0.44
C 2.8720 0.0126 0.0652 -0.26
C -0.3977 -0.6741 0.1609 0.17
C -2.8767 -0.6776 0.0662 -0.63
C -0.1705 2.0284 0.1459 -0.23
C -1.5491 -0.0755 0.0918 -0.13
C 1.9691 -1.2133 -0.4219 -0.40
C 0.7599 -1.4904 0.5407 -0.49
H -1.7734 1.8192 -1.0620 0.21
H -2.8764 -1.6923 -0.0083 0.22
H 2.5200 -2.1542 -0.3496 0.21
H 3.5674 -0.3976 0.9464 0.19
H 0.9519 -1.1966 1.5090 0.23
H 0.8399 0.8895 -1.1002 0.33
H -3.5809 -0.5079 -0.8403 0.22
H 0.1319 3.0027 -0.3263 0.20
H 3.5540 0.1783 -0.7818 0.18
H 0.6433 -2.5261 0.5458 0.21
H -2.3937 1.7518 0.4866 0.23
H 0.0228 2.1631 1.1434 0.21
H -3.5200 -0.3732 1.0331 0.21
H 1.4638 -1.1877 -1.4596 0.20
```

The calculation puts the total energy at -11496.373 eV. For the energy above the lowest of the compared OMol25 structures with the same formula, charge and spin, the calculation gives 7.108 eV. The frontier orbital gap (spin up / spin down) is 8.00 / 7.10 eV. Its highest occupied orbital energy (spin up / spin down) is -0.2631 / -0.2306 hartree. The maximum force comes out at 4.61 eV/Å.